Entry 1:
Below is a structure of composition C49H49AsN5O5PS3Sc, with properties calculated with ωB97M-V/def2-TZVPD.

Calculated values
HOMO   -0.3853 hartree
Energy   -192631.6330 eV
HOMO-LUMO gap   7.7927 eV
LUMO level   -2.692 eV

Geometry as ORCA input:
```
! RIJCOSX wB97M-V def2-TZVPD def2/J DEFGRID3
* xyz 1 1
Sc 1.13 -0.57 -1.30
O 3.13 2.04 -3.84
C 2.47 1.55 -2.94
N 1.62 0.50 -3.04
C 1.36 0.01 -4.37
C 0.32 -1.08 -4.29
C -0.23 -1.65 -5.42
C -1.17 -2.65 -5.29
C -1.54 -3.07 -4.01
C -0.94 -2.46 -2.93
N -0.03 -1.48 -3.06
C 2.50 2.15 -1.56
C 3.09 3.38 -1.34
C 3.01 3.93 -0.06
C 2.38 3.22 0.94
C 1.83 1.98 0.64
N 1.87 1.46 -0.58
H 2.26 -0.38 -4.86
H 1.01 0.81 -5.02
H 0.08 -1.30 -6.40
H -1.62 -3.11 -6.16
H -2.26 -3.85 -3.86
H -1.19 -2.75 -1.91
H 3.57 3.87 -2.16
H 3.45 4.90 0.14
H 2.31 3.61 1.95
H 1.36 1.38 1.41
C 4.55 -0.24 3.70
C 3.17 -0.89 3.80
S 2.37 -1.39 2.26
C 3.57 -2.55 1.56
C 4.77 -2.00 0.78
S 4.40 -0.64 -0.36
C 5.61 0.65 0.05
C 5.96 0.91 1.52
S 4.58 1.23 2.64
H 5.29 -0.95 3.34
H 4.86 0.05 4.71
H 2.46 -0.20 4.26
H 3.24 -1.75 4.47
H 2.97 -3.19 0.92
H 3.94 -3.19 2.36
H 5.21 -2.82 0.22
H 5.55 -1.65 1.46
H 5.18 1.55 -0.39
H 6.54 0.44 -0.48
H 6.61 1.79 1.54
H 6.56 0.10 1.93
O 1.55 -6.48 -1.91
C 2.25 -5.92 -2.88
O 2.60 -6.52 -3.86
C 2.52 -4.45 -2.76
C 3.32 -3.76 -3.65
N 3.34 -2.48 -3.24
N 2.59 -2.28 -2.15
C 2.09 -3.48 -1.85
C 1.16 -3.49 -0.68
O 0.79 -4.53 -0.17
O 0.85 -2.30 -0.30
H 1.36 -5.86 -1.16
H 3.88 -4.11 -4.50
H 3.89 -1.71 -3.60
C -1.73 1.34 1.06
C -1.61 2.74 0.46
As -2.53 4.18 1.47
C -4.29 3.32 1.44
C -4.70 2.29 2.27
C -5.95 1.70 2.11
C -6.80 2.14 1.10
C -6.40 3.17 0.27
C -5.16 3.76 0.44
C -1.92 3.74 3.27
C -0.62 3.29 3.47
C -0.12 3.09 4.76
C -0.93 3.34 5.86
C -2.22 3.81 5.66
C -2.71 4.02 4.38
P -1.43 0.00 -0.16
C -2.72 0.37 -1.38
C -4.07 0.36 -1.01
C -5.04 0.75 -1.92
C -4.68 1.16 -3.19
C -3.34 1.19 -3.56
C -2.37 0.80 -2.65
C -1.96 -1.49 0.72
C -2.81 -2.44 0.13
C -3.08 -3.63 0.79
C -2.52 -3.89 2.03
C -1.68 -2.96 2.61
C -1.40 -1.77 1.96
H -2.74 1.17 1.41
H -1.07 1.21 1.92
H -2.10 2.78 -0.51
H -0.57 3.03 0.30
H -4.05 1.94 3.06
H -6.25 0.90 2.77
H -7.77 1.69 0.98
H -7.07 3.53 -0.51
H -4.86 4.58 -0.21
H 0.03 3.10 2.62
H 0.89 2.74 4.90
H -0.55 3.19 6.86
H -2.85 4.03 6.52
H -3.72 4.40 4.25
H -4.36 0.07 -0.01
H -6.08 0.75 -1.62
H -5.44 1.46 -3.90
H -3.06 1.52 -4.55
H -1.32 0.84 -2.94
H -3.26 -2.24 -0.83
H -3.74 -4.35 0.33
H -2.72 -4.83 2.53
H -1.23 -3.16 3.58
H -0.71 -1.07 2.42
*
```

Here are the Löwdin charges for atoms 1 to 99, given in e: 0.918, 0.076, -0.496, -0.077, -0.159, -0.248, 0.006, -0.022, -0.017, -0.099, 0.026, -0.197, 0.020, -0.014, -0.070, -0.172, 0.013, 0.126, 0.142, 0.128, 0.121, 0.120, 0.101, 0.131, 0.123, 0.110, 0.093, -0.516, -0.530, 0.857, -0.493, -0.475, 0.860, -0.500, -0.516, 0.888, 0.062, 0.078, 0.068, 0.083, 0.047, 0.095, 0.082, 0.048, 0.059, 0.082, 0.077, 0.070, 0.143, -0.494, 0.125, -0.028, 0.039, 0.059, 0.000, -0.144, -0.562, 0.108, -0.181, 0.077, 0.151, 0.167, -0.388, -0.419, 1.313, -0.415, -0.132, -0.081, -0.091, -0.095, -0.130, -0.421, -0.133, -0.083, -0.083, -0.075, -0.119, 1.057, -0.377, -0.083, -0.063, -0.062, -0.065, -0.103, -0.371, -0.106, -0.063, -0.064, -0.060, -0.104, 0.058, 0.061, 0.054, 0.039, 0.101, 0.108, 0.107, 0.108, 0.093

=====

Entry 2:
Below is a structure of composition C4H5BrCoN in a non-equilibrium geometry, with properties calculated with ωB97M-V/def2-TZVPD.

Calculated values
HOMO (spin up / spin down)   -0.4691 / -0.4332 hartree
Energy   -113379.1142 eV
HOMO-LUMO gap (spin up / spin down)   8.3909 / 4.4690 eV
LUMO level (spin up / spin down)   -4.373 / -7.318 eV
Relative energy (zero: lowest compared OMol25 entry of this formula, charge and spin)   0.0 kcal/mol

Geometry as ORCA input:
```
! RIJCOSX wB97M-V def2-TZVPD def2/J DEFGRID3
* xyz 1 4
Co -26.06 -6.18 4.19
Br -25.43 -6.35 6.56
N -21.89 -5.93 6.89
C -21.65 -5.10 5.83
C -20.26 -5.07 5.62
C -19.67 -5.80 6.62
C -20.72 -6.45 7.33
H -22.84 -6.20 7.13
H -22.48 -4.61 5.36
H -19.71 -4.51 4.89
H -18.63 -6.09 6.70
H -20.72 -7.05 8.22
*
```

Quick look at the Löwdin charges, all values in e: 0.319, -0.109, 0.087, 0.041, -0.002, 0.014, 0.053, 0.047, 0.138, 0.129, 0.130, 0.153

=====

Entry 3:
Below is a cluster of 2 separate species, C5H15N2O in total in a non-equilibrium geometry, with properties calculated with ωB97M-V/def2-TZVPD.

Calculated values
HOMO (spin up / spin down)   -0.5891 / -0.5891 hartree
Energy   -10435.9934 eV
HOMO-LUMO gap (spin up / spin down)   8.5072 / 4.7919 eV
LUMO level (spin up / spin down)   -7.523 / -11.238 eV
Relative energy (zero: lowest compared OMol25 entry of this formula, charge and spin)   59.4 kcal/mol

Geometry as ORCA input:
```
! RIJCOSX wB97M-V def2-TZVPD def2/J DEFGRID3
* xyz 2 2
C 0.21 -1.46 -2.44
C 0.88 -1.81 -1.19
C 0.57 -0.71 -0.15
C 1.54 -0.25 0.71
N 1.32 0.44 1.88
C -0.86 -0.46 0.25
N -1.29 -1.55 -2.38
H 0.64 -2.00 -3.42
H 0.47 -0.30 -2.66
H 1.90 -1.88 -1.41
H 0.63 -2.87 -0.84
H 2.57 -0.37 0.44
H 1.76 1.41 2.03
H 0.29 0.57 2.09
H -1.14 0.02 1.29
H -1.49 -1.31 0.25
H -1.36 0.31 -0.43
H -1.82 -2.28 -2.85
H -1.81 -0.71 -2.51
H -1.40 -1.86 -1.45
H -0.64 5.31 2.89
H -1.60 4.62 3.81
O -1.40 4.66 2.90
*
```

Quick look at the Löwdin charges, all values in e: -0.157, -0.130, -0.133, -0.013, 0.222, -0.024, 0.215, 0.204, 0.197, 0.114, 0.190, 0.152, 0.207, 0.130, 0.144, 0.080, 0.145, 0.193, 0.168, 0.095, 0.074, 0.007, -0.080

=====

Entry 4:
Below is a cluster of 9 separate species, C26H35N8O3PS in total in a non-equilibrium geometry, with properties calculated with ωB97M-V/def2-TZVPD.

Calculated values
HOMO   -0.3302 hartree
Energy   -65702.5505 eV
HOMO-LUMO gap   7.9397 eV
LUMO level   -1.045 eV

Geometry as ORCA input:
```
! RIJCOSX wB97M-V def2-TZVPD def2/J DEFGRID3
* xyz 0 1
O 5.56 -3.27 1.64
C 4.67 -2.48 0.98
O 5.16 -1.17 0.52
C 4.20 -0.09 0.77
C 3.87 0.20 2.35
C 2.46 1.08 2.44
O 2.37 2.30 3.00
C 1.12 0.30 1.80
C 0.45 -0.84 2.80
C -0.84 -1.68 2.20
C -1.36 -1.32 0.68
C -0.69 -0.19 -0.30
C 0.60 0.65 0.28
P 2.93 -3.21 0.71
S 2.91 -4.71 -0.59
H 4.68 0.91 0.34
H 3.26 -0.31 0.10
H 3.63 -0.80 2.96
H 4.77 0.76 2.87
H 0.92 -1.02 3.87
H -1.31 -2.51 2.88
H -2.28 -1.93 0.25
H -1.03 0.05 -1.40
H 1.19 1.47 -0.33
H 1.90 -2.25 0.38
H 2.53 -3.82 1.99
C -2.95 3.39 -1.72
C -1.50 3.17 -1.63
N -0.35 3.00 -1.55
H -3.51 2.62 -1.17
H -3.25 4.36 -1.31
H -3.30 3.35 -2.76
C -4.75 -2.08 4.22
C -3.42 -2.71 4.34
N -2.37 -3.20 4.43
H -5.54 -2.74 4.60
H -4.80 -1.15 4.79
H -4.99 -1.84 3.18
C -3.65 4.04 -5.84
C -4.53 3.02 -5.25
N -5.23 2.22 -4.78
H -3.93 4.26 -6.88
H -3.69 4.99 -5.29
H -2.60 3.72 -5.85
C 0.43 1.53 -5.69
C -0.08 2.51 -6.67
N -0.49 3.28 -7.44
H 1.44 1.20 -5.94
H 0.47 1.95 -4.68
H -0.20 0.64 -5.65
C -6.21 -0.03 -8.07
C -4.76 -0.25 -7.98
N -3.61 -0.42 -7.91
H -6.77 -0.80 -7.52
H -6.51 0.94 -7.66
H -6.56 -0.06 -9.11
C 8.27 -1.41 1.55
C 8.45 -0.43 2.62
N 8.59 0.35 3.47
H 9.19 -1.98 1.36
H 7.48 -2.14 1.79
H 7.99 -0.94 0.60
C -8.36 -4.05 2.89
C -7.79 -2.70 2.67
N -7.34 -1.64 2.50
H -9.17 -4.03 3.63
H -8.77 -4.46 1.97
H -7.60 -4.75 3.25
C 7.42 1.94 6.47
C 7.47 2.72 7.72
N 7.51 3.33 8.71
H 8.40 1.56 6.20
H 6.75 1.08 6.56
H 7.06 2.55 5.64
*
```

Quick look at the Löwdin charges, all values in e: -0.059, -0.418, -0.134, -0.191, -0.076, -0.222, -0.029, -0.104, -0.016, -0.054, -0.066, -0.065, -0.047, 0.386, 0.084, 0.161, 0.107, 0.131, 0.136, 0.104, 0.025, 0.086, 0.083, 0.082, -0.030, 0.014, -0.055, -0.244, 0.134, 0.089, 0.088, 0.051, -0.079, -0.236, 0.121, 0.071, 0.090, 0.053, -0.073, -0.280, 0.121, 0.087, 0.083, 0.048, -0.070, -0.264, 0.123, 0.084, 0.070, 0.084, -0.081, -0.276, 0.113, 0.082, 0.073, 0.080, -0.071, -0.254, 0.120, 0.085, 0.048, 0.082, -0.068, -0.257, 0.134, 0.085, 0.085, 0.082, -0.096, -0.277, 0.110, 0.066, 0.078, 0.077

=====

Entry 5:
Below is a structure of composition C28H79N5O9 in a non-equilibrium geometry, with properties calculated with ωB97M-V/def2-TZVPD.

Calculated values
HOMO   -0.3021 hartree
Energy   -56184.9945 eV
HOMO-LUMO gap   8.7594 eV
LUMO level   0.538 eV
Relative energy (zero: lowest compared OMol25 entry of this formula, charge and spin)   178.0 kcal/mol

Geometry as ORCA input:
```
! RIJCOSX wB97M-V def2-TZVPD def2/J DEFGRID3
* xyz 0 1
C -1.63 -3.62 5.21
C -0.22 -3.56 4.63
C -0.21 -2.81 3.34
O 1.07 -2.90 2.73
C 1.23 -1.93 1.73
N 0.68 -2.88 5.56
H -1.97 -2.61 5.45
H -1.62 -4.24 6.11
H -2.31 -4.10 4.50
H 0.15 -4.59 4.49
H -0.48 -1.76 3.52
H -0.95 -3.19 2.62
H 1.46 -0.93 2.14
H 0.33 -1.82 1.11
H 2.05 -2.28 1.12
H 0.73 -3.35 6.46
H 1.62 -2.85 5.18
C 5.38 0.40 1.28
C 4.05 0.14 0.58
C 2.99 1.17 0.86
O 3.49 2.46 0.58
C 2.48 3.44 0.63
N 4.22 0.07 -0.89
H 5.75 1.36 0.94
H 6.10 -0.38 1.05
H 5.25 0.47 2.37
H 3.65 -0.85 0.83
H 2.66 1.15 1.91
H 2.12 0.95 0.22
H 2.06 3.55 1.64
H 1.64 3.22 -0.05
H 2.90 4.41 0.35
H 4.34 0.99 -1.32
H 5.10 -0.38 -1.13
C 2.94 2.72 -3.32
C 4.24 3.47 -3.17
C 3.97 4.95 -2.90
O 3.20 5.61 -3.88
C 3.82 5.69 -5.12
N 5.00 2.89 -2.05
H 3.08 1.64 -3.35
H 2.45 2.98 -4.26
H 2.25 3.00 -2.51
H 4.84 3.35 -4.07
H 4.94 5.46 -2.77
H 3.42 5.03 -1.97
H 3.27 6.37 -5.76
H 3.92 4.72 -5.63
H 4.86 6.08 -5.04
H 5.90 3.36 -1.95
H 4.57 3.08 -1.15
C -2.03 -0.13 -4.68
C -3.21 0.07 -3.71
C -4.49 -0.29 -4.41
O -5.59 0.07 -3.61
C -6.82 -0.13 -4.27
N -3.06 -0.75 -2.51
H -1.84 -1.20 -4.79
H -1.13 0.36 -4.30
H -2.21 0.33 -5.65
H -3.27 1.11 -3.40
H -4.51 -1.36 -4.66
H -4.53 0.23 -5.39
H -7.63 -0.08 -3.55
H -6.87 -1.12 -4.74
H -7.00 0.65 -5.02
H -3.07 -1.74 -2.72
H -2.18 -0.54 -2.05
C -1.36 -4.79 0.64
C -2.52 -3.82 0.69
C -2.43 -2.82 1.82
O -2.67 -3.45 3.06
C -2.79 -2.51 4.09
N -2.66 -3.14 -0.63
H -1.56 -5.51 -0.15
H -1.28 -5.36 1.57
H -0.41 -4.28 0.45
H -3.44 -4.39 0.78
H -3.20 -2.04 1.66
H -1.47 -2.27 1.82
H -3.07 -3.05 5.00
H -3.59 -1.80 3.88
H -1.83 -2.00 4.25
H -3.55 -2.66 -0.61
H -1.92 -2.43 -0.62
C -3.41 1.31 2.31
C -4.72 1.58 3.02
O -5.44 0.36 3.23
H -3.62 0.86 1.33
H -2.80 0.58 2.85
H -2.83 2.21 2.10
H -5.32 2.27 2.44
H -4.56 2.02 4.01
H -6.05 0.20 2.51
C -0.46 1.41 -0.96
C -0.55 0.16 -0.09
O -0.41 -1.05 -0.81
H -1.27 1.40 -1.70
H 0.52 1.51 -1.42
H -0.63 2.29 -0.33
H -1.55 0.15 0.35
H 0.18 0.20 0.73
H 0.50 -1.21 -1.15
C 0.38 1.52 3.36
C 0.39 2.86 4.05
O -0.03 3.84 3.08
H 0.76 0.74 4.03
H 1.07 1.60 2.52
H -0.61 1.19 3.04
H 1.39 3.10 4.42
H -0.28 2.87 4.92
H 0.06 4.71 3.49
C 1.30 -2.96 -3.41
C 2.47 -2.11 -2.95
O 2.08 -1.48 -1.72
H 1.53 -3.48 -4.34
H 0.42 -2.33 -3.55
H 1.07 -3.71 -2.65
H 2.71 -1.32 -3.67
H 3.35 -2.73 -2.76
H 2.79 -0.87 -1.41
*
```

Here are the Löwdin charges for atoms 1 to 99, given in e: -0.170, -0.357, -0.240, -0.145, -0.102, 0.051, 0.071, 0.112, 0.093, 0.152, 0.129, 0.065, 0.078, 0.061, 0.092, 0.068, 0.066, -0.042, -0.391, -0.199, -0.201, -0.084, 0.049, 0.077, 0.077, 0.084, 0.117, 0.109, 0.111, 0.077, 0.079, 0.086, 0.044, 0.099, -0.045, -0.429, -0.217, -0.170, -0.126, 0.042, 0.072, 0.083, 0.071, 0.132, 0.127, 0.117, 0.089, 0.083, 0.095, 0.084, 0.054, -0.061, -0.435, -0.244, -0.175, -0.124, 0.060, 0.075, 0.067, 0.073, 0.137, 0.135, 0.126, 0.084, 0.087, 0.088, 0.064, 0.025, -0.044, -0.402, -0.232, -0.171, -0.244, 0.051, 0.078, 0.085, 0.080, 0.143, 0.138, 0.098, 0.084, 0.117, 0.088, 0.062, 0.032, -0.098, -0.309, -0.087, 0.072, 0.054, 0.075, 0.111, 0.109, 0.081, -0.055, -0.307, -0.142, 0.062, 0.056

=====

Entry 6:
Below is a structure of composition C46H67FN4OSSbW in a non-equilibrium geometry, with properties calculated with ωB97M-V/def2-TZVPD.

Calculated values
HOMO (spin up / spin down)   -0.2010 / -0.2423 hartree
Energy   -78712.7126 eV
HOMO-LUMO gap (spin up / spin down)   4.9081 / 5.5684 eV
LUMO level (spin up / spin down)   -0.561 / -1.025 eV

Geometry as ORCA input:
```
! RIJCOSX wB97M-V def2-TZVPD def2/J DEFGRID3
* xyz 0 2
W -0.15 0.57 -0.20
C -5.90 -1.12 -2.63
C -4.93 -0.02 -3.07
C -4.09 0.48 -1.95
C -4.34 1.56 -1.13
C -5.51 2.49 -1.19
C -6.48 2.27 -0.03
C -3.24 1.67 -0.22
C -3.00 2.75 0.63
C -1.74 3.02 1.15
C -1.19 4.33 1.42
C -2.02 5.54 1.69
C -2.60 5.51 3.11
C 0.17 4.25 1.33
C 0.54 2.81 1.14
C 1.61 2.29 2.13
C 1.45 0.89 2.52
N 0.96 -0.02 1.58
C 1.29 -1.27 2.10
C 1.02 -2.46 1.43
C 0.16 -2.58 0.33
N -0.51 -1.50 -0.25
C -1.39 -2.07 -1.16
C -2.35 -1.33 -1.90
C -2.86 -0.11 -1.50
N -2.32 0.65 -0.46
C -1.27 -3.48 -1.17
C -0.28 -3.80 -0.23
C 0.20 -5.14 0.19
C -0.48 -5.60 1.49
C -2.16 -4.41 -1.92
C -3.54 -4.51 -1.26
C 1.93 -1.13 3.35
C 2.02 0.24 3.61
C 2.57 0.91 4.83
C 1.44 1.41 5.73
C 2.38 -2.27 4.21
C 1.20 -2.94 4.92
N -0.73 2.07 1.10
C 1.18 5.34 1.23
C 1.45 5.63 -0.25
H -6.49 -1.48 -3.47
H -6.57 -0.75 -1.86
H -5.35 -1.97 -2.21
H -5.51 0.81 -3.49
H -4.30 -0.42 -3.87
H -6.05 2.32 -2.13
H -5.17 3.53 -1.19
H -6.86 1.25 -0.05
H -7.32 2.96 -0.08
H -5.97 2.42 0.92
H -3.77 3.51 0.71
H -2.84 5.59 0.97
H -1.42 6.45 1.58
H -3.23 4.63 3.25
H -3.19 6.40 3.30
H -1.80 5.47 3.84
H 1.87 2.95 2.95
H 1.40 -3.37 1.86
H -2.82 -1.83 -2.73
H 1.28 -5.11 0.35
H 0.00 -5.87 -0.60
H -0.26 -4.90 2.29
H -0.14 -6.59 1.78
H -1.56 -5.63 1.35
H -1.71 -5.40 -1.97
H -2.29 -4.05 -2.95
H -3.45 -4.94 -0.26
H -4.20 -5.15 -1.84
H -3.99 -3.53 -1.16
H 3.21 1.75 4.54
H 3.19 0.21 5.40
H 0.77 2.07 5.18
H 1.83 1.95 6.59
H 0.85 0.57 6.10
H 3.08 -1.91 4.96
H 2.90 -3.01 3.60
H 0.68 -2.23 5.54
H 1.54 -3.77 5.54
H 0.49 -3.33 4.19
H 2.11 5.04 1.70
H 0.82 6.24 1.74
H 1.82 4.73 -0.74
H 2.18 6.42 -0.37
H 0.53 5.94 -0.76
O -0.98 2.81 -1.80
H -1.67 2.60 -2.44
H -1.26 3.60 -1.33
S 2.86 2.30 0.74
C 1.28 2.28 -0.12
F -0.10 0.49 -2.05
C 0.77 -1.90 -3.74
C 2.05 -1.08 -3.65
C 1.91 0.22 -4.41
Sb 2.58 -0.79 -1.49
C 4.45 0.35 -2.00
C 5.51 0.19 -0.93
C 4.17 1.83 -2.24
C 3.45 -2.88 -1.37
C 4.42 -3.25 -2.48
C 4.10 -3.13 -0.02
H 0.53 -2.09 -4.79
H -0.06 -1.37 -3.29
H 0.87 -2.86 -3.24
H 2.89 -1.64 -4.08
H 1.18 0.88 -3.95
H 1.57 0.01 -5.43
H 2.86 0.74 -4.49
H 4.79 -0.10 -2.94
H 5.13 0.53 0.03
H 6.38 0.80 -1.18
H 5.83 -0.84 -0.85
H 4.03 2.35 -1.29
H 3.27 1.99 -2.83
H 5.01 2.29 -2.75
H 2.55 -3.50 -1.45
H 5.25 -2.56 -2.52
H 3.94 -3.27 -3.45
H 4.82 -4.24 -2.29
H 5.05 -2.60 0.05
H 4.32 -4.19 0.09
H 3.46 -2.82 0.80
*
```

Here are the Löwdin charges for atoms 1 to 99, given in e: 1.736, -0.073, -0.187, -0.133, -0.146, -0.191, -0.086, -0.216, 0.015, -0.211, -0.136, -0.187, -0.084, -0.107, -0.559, -0.360, -0.273, -0.047, -0.246, 0.014, -0.257, -0.059, -0.247, 0.035, -0.240, -0.011, -0.142, -0.138, -0.183, -0.071, -0.179, -0.076, -0.134, -0.149, -0.187, -0.085, -0.188, -0.080, -0.059, -0.180, -0.071, 0.073, 0.071, 0.053, 0.103, 0.111, 0.101, 0.111, 0.070, 0.071, 0.068, 0.101, 0.109, 0.107, 0.072, 0.071, 0.077, 0.116, 0.105, 0.115, 0.106, 0.107, 0.057, 0.074, 0.069, 0.106, 0.110, 0.068, 0.074, 0.054, 0.108, 0.101, 0.069, 0.068, 0.071, 0.102, 0.107, 0.072, 0.070, 0.057, 0.100, 0.109, 0.054, 0.073, 0.077, -0.074, 0.063, 0.050, 0.930, -0.400, -0.447, -0.152, -0.531, -0.149, 1.588, -0.545, -0.160, -0.174, -0.526